Formula: C21H31F17N3O4
Source: OMol25
Level of theory: ωB97M-V/def2-TZVPD

Geometry (Å):
1 C 0.9302 2.7122 0.1856
2 C -0.2035 2.5366 -0.8493
3 C 0.1078 1.4511 -1.8960
4 C -0.8088 0.2309 -1.7477
5 N -0.7738 -0.3377 -0.4136
6 C 0.1246 -1.4300 -0.0975
7 N 1.2976 -1.3473 -0.9926
8 C 1.4441 -2.3552 -2.0292
9 C 2.6948 -2.0707 -2.8572
10 N -0.5994 -2.6930 -0.1567
11 C -1.5693 -2.9541 -1.1876
12 C -3.0538 -2.6893 -0.7962
13 C -3.8132 -1.9696 -1.8931
14 F -3.1551 -1.9512 0.3803
15 C 0.7321 -1.2595 1.3666
16 O 1.4258 -0.2478 1.5087
17 O 0.5518 -2.2042 2.1525
18 H 1.7853 2.1228 -0.1368
19 H 1.2307 3.7550 0.3092
20 H 0.6550 2.3263 1.1676
21 H -0.3637 3.4903 -1.3583
22 H -1.1299 2.3055 -0.3214
23 H -0.0514 1.8532 -2.9010
24 H 1.1319 1.1049 -1.7765
25 H -0.6005 -0.4950 -2.5438
26 H -1.8334 0.5834 -1.9256
27 H -1.6857 -0.5145 -0.0281
28 H 2.1227 -1.3609 -0.4095
29 H 1.5559 -3.3649 -1.6121
30 H 0.5642 -2.4123 -2.6748
31 H 2.7675 -1.0184 -3.1262
32 H 2.7164 -2.6999 -3.7507
33 H 3.5814 -2.3396 -2.2763
34 H -0.0144 -3.4839 0.0406
35 H -1.3745 -2.4291 -2.1283
36 H -1.5112 -4.0213 -1.4230
37 H -3.5501 -3.6474 -0.6088
38 H -4.8705 -1.8767 -1.6401
39 H -3.7497 -2.5772 -2.8006
40 H -3.3867 -0.9882 -2.0914
41 C 3.2761 -4.2040 2.0817
42 C 4.0423 -4.7251 3.3012
43 C 5.4570 -4.1901 3.5269
44 F 6.2739 -4.5300 2.5049
45 F 5.9625 -4.7392 4.6616
46 F 4.0660 -6.0806 3.3131
47 F 3.3497 -4.3093 4.3975
48 O 3.2767 -5.0484 0.9391
49 C 4.2164 -4.9942 -0.0337
50 C 4.9102 -6.3479 -0.2071
51 F 5.5119 -6.7226 0.9378
52 F 5.8574 -6.2359 -1.1699
53 F 5.1155 -4.0122 0.1434
54 F 3.5763 -4.7465 -1.2078
55 H 2.2312 -4.1594 2.3876
56 H 3.5607 -3.1811 1.8364
57 H 5.4405 -3.1036 3.6373
58 H 4.1799 -7.1031 -0.5015
59 C -4.6312 5.5841 0.3010
60 C -3.1606 5.4142 -0.1053
61 C -2.1202 5.3860 1.0182
62 F -2.1354 6.5628 1.6885
63 F -0.8940 5.2087 0.4960
64 F -2.8226 6.3426 -1.0269
65 F -3.0944 4.1889 -0.6918
66 O -5.1843 6.8838 0.1976
67 C -5.1760 7.7710 1.2248
68 C -4.4164 9.0514 0.8544
69 F -3.1418 8.7723 0.5333
70 F -4.4221 9.8804 1.9237
71 F -4.7220 7.2437 2.3706
72 F -6.4603 8.1580 1.4411
73 H -5.1824 5.0056 -0.4380
74 H -4.8274 5.1347 1.2744
75 H -2.3264 4.5708 1.7172
76 H -4.9081 9.5408 0.0118

Summary:
- energy (a.u.) = -2981.8052
- net charge = -1
- lowest unoccupied orbital energy (eV) = 2.15
- frontier orbital gap (eV) = 6.45
- HOMO energy (eV) = -4.30